No. 1
{"formula": "C27H35BF4N4P2Sn", "method": "ωB97M-V/def2-TZVPD", "elements": ["Sn", "P", "P", "F", "F", "F", "F", "N", "N", "N", "N", "C", "C", "C", "C", "C", "C", "C", "C", "C", "C", "C", "C", "C", "C", "C", "C", "C", "C", "C", "C", "C", "C", "C", "C", "C", "C", "C", "B", "H", "H", "H", "H", "H", "H", "H", "H", "H", "H", "H", "H", "H", "H", "H", "H", "H", "H", "H", "H", "H", "H", "H", "H", "H", "H", "H", "H", "H", "H", "H", "H", "H", "H", "H"], "xyz": [[0.55011, -3.35148, -4.70318], [-2.23433, -0.71758, -6.69138], [1.35088, -1.52773, -6.61392], [-0.90138, -3.94771, -2.55666], [-1.29510, -1.83531, -1.59179], [-0.98959, -1.97801, -3.85222], [-2.97051, -2.83342, -2.82394], [2.26376, -2.67603, -7.64568], [-3.78832, -1.22595, -7.45615], [2.55444, -0.22962, -6.73576], [-2.21160, 0.94665, -7.37234], [4.61798, 0.67248, -6.41000], [-1.83926, 2.68823, -8.81326], [0.27668, -0.82966, -7.90873], [1.83273, 3.54758, -2.66735], [-1.50283, 3.20569, -1.09207], [4.07378, 1.18726, -7.63403], [2.76299, -3.95686, -9.43878], [-1.80428, 2.06672, -6.61695], [-5.62613, -1.57874, -8.76246], [2.65474, -3.92869, -7.17354], [2.90079, -4.75285, -8.25792], [-1.15346, 2.64081, -2.46550], [0.85707, 3.79395, -0.33748], [-0.63243, 3.63687, -0.16529], [-1.13199, -1.44364, -7.99552], [-1.55927, 3.13724, -7.47618], [-5.35305, -2.78237, -8.03326], [1.20451, 4.49200, -1.65167], [-4.22702, -2.54970, -7.26033], [2.13386, -3.09791, -3.12296], [2.42780, -2.67178, -9.03241], [-4.65532, -0.64725, -8.38932], [1.23566, 2.44788, -3.15230], [0.10509, 1.74793, -2.44354], [-2.21879, 1.35045, -8.71939], [2.82012, 0.62555, -7.81394], [3.67556, -0.19827, -5.88628], [-1.63120, -2.70363, -2.59285], [-1.22241, 4.12833, -7.19241], [-2.59709, 3.15944, -0.87872], [1.87344, 5.36828, -1.52573], [-0.14133, 0.76865, -2.90084], [2.80808, 3.87680, -3.08116], [-2.48476, 0.65707, -9.50777], [2.87958, -4.28783, -10.45693], [2.28354, -1.77540, -9.62085], [3.13272, -5.80791, -8.21730], [5.59069, 0.91448, -5.98932], [2.29705, -2.05035, -2.80107], [-1.11839, -2.53896, -7.83566], [-2.02362, 2.09171, -2.88015], [-1.01361, 3.47595, -3.16925], [-1.01298, 3.77713, 0.84729], [4.53511, 1.88583, -8.31991], [3.06444, -3.46787, -3.59925], [0.25491, 4.86796, -2.07686], [1.33744, 2.81030, -0.21245], [1.61811, 1.96548, -4.07268], [-1.54034, -1.24424, -9.00524], [-1.79577, 3.27712, -9.72360], [2.08089, 0.79045, -8.59702], [-6.42325, -1.42687, -9.47928], [-5.91804, -3.70404, -8.08137], [1.85594, -3.73808, -2.27976], [0.40406, 1.56160, -1.39246], [2.68016, -4.13036, -6.11026], [1.28993, 4.43910, 0.44131], [-1.73387, 2.00019, -5.54003], [-3.69362, -3.20245, -6.59025], [3.67058, -0.78469, -4.97729], [0.74993, -0.97433, -8.88990], [-4.52377, 0.37275, -8.71684], [0.22774, 0.25306, -7.71403]], "e_tot_ev": -70485.48344, "e_above_lowest_kj_mol": 0.0, "lumo_energy_ev": -0.6, "gap_ev": 7.92}

No. 2
{"formula": "C27H35CeClN4O4P2", "method": "ωB97M-V/def2-TZVPD", "elements": ["Ce", "Cl", "P", "P", "O", "O", "O", "O", "N", "N", "N", "N", "C", "C", "C", "C", "C", "C", "C", "C", "C", "C", "C", "C", "C", "C", "C", "C", "C", "C", "C", "C", "C", "C", "C", "C", "C", "C", "C", "H", "H", "H", "H", "H", "H", "H", "H", "H", "H", "H", "H", "H", "H", "H", "H", "H", "H", "H", "H", "H", "H", "H", "H", "H", "H", "H", "H", "H", "H", "H", "H", "H", "H", "H"], "xyz": [[0.03645, 0.57300, 3.81467], [-0.65404, -0.18689, 6.48186], [-1.51306, -0.78048, 1.64759], [1.58568, -0.38514, 1.62855], [-0.70762, 1.25021, 6.03505], [0.73377, -0.57432, 6.60418], [-1.46335, -0.41380, 7.61976], [-1.20224, -0.92820, 5.24723], [-2.94173, -1.76727, 1.90578], [2.65063, 0.86941, 0.93792], [-2.23809, 0.49771, 0.64776], [2.79335, -1.72213, 1.99914], [2.56771, 2.20843, 1.33445], [3.94607, -3.68012, 2.05196], [-2.84415, 1.74558, -1.14701], [2.21624, 1.01910, 4.44735], [0.22708, 2.82861, -5.44169], [-2.75003, 2.60608, -0.01218], [0.87714, 0.59598, -4.42990], [-0.55607, -1.69944, 0.36514], [-2.54155, 0.46192, -0.71037], [-2.37029, 1.82946, 1.07364], [0.80269, -1.01444, 0.09574], [-3.97740, -2.05689, 1.01351], [-4.31835, -3.25370, 2.92328], [3.70009, -1.66470, 3.06812], [-4.84250, -2.96140, 1.61714], [4.18693, 2.02697, -0.24523], [0.02779, -0.27219, -5.32525], [3.50567, 2.93572, 0.62262], [-2.18355, 0.61851, -4.33226], [-3.15513, -2.52167, 3.07744], [4.42514, -2.85105, 3.10783], [-1.40239, -0.56990, -4.80646], [-2.08680, 1.87479, -4.78491], [-1.18248, 2.36235, -5.88310], [2.93760, -2.97073, 1.39807], [3.63787, 0.77034, -0.03807], [0.95106, 1.92460, -4.47208], [1.51916, 0.02211, -3.74502], [-2.25527, 2.09665, 2.11732], [0.15217, 3.82944, -4.98746], [-1.34849, -1.29792, -3.98013], [1.85232, 2.51414, 2.08492], [-4.75749, -3.92385, 3.64651], [-4.01883, -1.57769, 0.04738], [1.65219, 2.46499, -3.82306], [-1.67651, 3.23522, -6.33989], [4.29841, -4.66111, 1.77483], [3.74683, -0.80403, 3.70822], [4.99466, 2.26838, -0.92489], [-3.13300, 2.01641, -2.15123], [1.50734, -1.72133, -0.36005], [-1.95269, -1.08649, -5.61352], [5.21910, -3.08289, 3.80413], [0.53851, -1.24361, -5.42236], [-1.07480, 1.61149, -6.67456], [3.14511, 1.21753, 3.89929], [-2.55634, -0.47971, -1.24525], [-2.95820, 0.36438, -3.60305], [-2.75515, 2.65540, -4.39886], [3.68244, 3.99963, 0.71585], [0.69220, -0.14809, -0.58279], [2.31815, -3.25745, 0.56639], [-1.13422, -1.81788, -0.56026], [-2.45654, -2.47298, 3.89559], [0.82741, 2.96925, -6.35838], [-5.73996, -3.36611, 1.17723], [-0.04159, 0.15034, -6.33524], [2.40714, 0.15004, 5.10011], [3.86895, -0.19225, -0.47636], [-0.42368, -2.69663, 0.82120], [-2.98265, 3.66438, -0.01758], [1.96519, 1.87590, 5.10377]], "e_tot_ev": -86717.87317, "charge": 2, "lumo_energy_ev": [-9.9, -9.9], "gap_ev": [2.99, 3.01]}

No. 3
{"formula": "C27H35ClN8O14Sc", "method": "ωB97M-V/def2-TZVPD", "elements": ["Sc", "Cl", "O", "O", "O", "O", "O", "O", "O", "O", "O", "O", "O", "O", "O", "O", "N", "N", "N", "N", "N", "N", "N", "N", "C", "C", "C", "C", "C", "C", "C", "C", "C", "C", "C", "C", "C", "C", "C", "C", "C", "C", "C", "C", "C", "C", "C", "C", "C", "C", "C", "H", "H", "H", "H", "H", "H", "H", "H", "H", "H", "H", "H", "H", "H", "H", "H", "H", "H", "H", "H", "H", "H", "H", "H", "H", "H", "H", "H", "H", "H", "H", "H", "H", "H", "H"], "xyz": [[-0.07242, 0.13740, 0.12962], [-1.25852, -1.07336, 2.78967], [1.74799, -0.39603, 1.13579], [-1.60750, -0.14262, -2.45113], [-2.05284, 1.11855, 0.46849], [4.36402, -3.83163, -0.07916], [3.57134, -5.17259, -1.65832], [-2.48556, 4.52409, 3.39011], [-0.91498, -1.48086, 1.39872], [1.69554, 3.17361, 1.68254], [-0.65563, 0.22750, 2.97932], [-6.10683, -0.70900, 1.18507], [-2.67810, -0.99714, 2.89660], [3.60268, -1.66436, 1.16759], [2.79930, 1.82175, -0.50839], [-0.71053, -2.03610, 3.68148], [1.63565, 1.31318, -1.04437], [-0.55114, 0.47933, -2.05198], [-2.47130, -2.73624, -0.94395], [-0.21605, 2.25382, 0.92338], [-2.30741, 2.94667, 1.79714], [-5.97237, -0.17451, -0.99991], [0.33838, -2.52414, -1.81374], [0.75389, -1.67661, -0.87609], [2.49665, -1.33524, 0.72960], [1.91050, -2.12385, -0.41659], [1.21061, -3.52843, -1.96692], [-8.26103, 0.72222, -0.47979], [0.47425, 3.16085, 1.66024], [-5.66869, -0.48595, -2.38994], [2.54293, 2.27680, -3.07359], [-5.60814, -0.91394, 0.08683], [-0.18766, 5.50405, 1.51991], [-0.29848, 4.24264, 2.42477], [-2.57819, -3.82283, -0.18174], [2.26269, -3.30664, -1.09321], [-4.56812, -1.98392, -0.06309], [-1.77786, 3.93313, 2.60729], [-3.44631, -1.83066, -0.86750], [1.49785, 1.54203, -2.29628], [-4.65202, -3.11093, 0.74107], [0.34370, 3.19241, 4.64923], [-6.78610, 1.00807, -0.73908], [0.26516, 1.02781, -2.90169], [3.45889, -4.17996, -0.97471], [-0.75881, 6.78872, 2.10616], [-0.03194, 1.03604, -4.36458], [-1.53869, 2.10069, 1.04281], [0.34143, 4.46083, 3.80088], [-6.91066, -0.67595, -3.25285], [-3.64194, -4.05262, 0.67742], [0.87679, 5.63018, 1.31101], [2.28122, 2.36443, -4.12408], [-3.27367, -0.93122, -1.44574], [-1.10930, 0.94123, -4.49018], [-8.36311, 0.08260, 0.39447], [-6.36381, 1.51294, 0.13024], [-0.21190, 5.24755, 4.31318], [0.79074, 3.38277, 5.62549], [-1.75983, -4.53324, -0.24320], [-0.67194, 2.82982, 4.81857], [-3.27039, 2.67910, 1.94819], [-0.67058, 7.59525, 1.37650], [-1.80890, 6.68123, 2.37402], [3.49904, 1.76083, -2.98196], [0.43072, 0.18714, -4.87814], [2.54923, 2.04059, 0.41293], [-8.79150, 1.65736, -0.28915], [-3.65737, -4.93723, 1.29887], [-0.63458, -2.42686, -2.11278], [1.36160, 4.81165, 3.63826], [-5.48651, -3.21465, 1.42224], [-0.21592, 7.09190, 3.00127], [-7.50247, 0.23719, -3.32223], [-0.66816, 5.28420, 0.56104], [2.68418, 3.27005, -2.64552], [0.31116, 1.95052, -4.84795], [-7.54594, -1.46669, -2.85073], [-5.04418, 0.31084, -2.80814], [-5.07749, -1.39424, -2.42325], [-6.61100, -0.95452, -4.26429], [0.91030, 2.39323, 4.17192], [4.11608, -2.98888, 0.42133], [1.05358, -4.33183, -2.66574], [-6.66771, 1.67132, -1.59941], [-8.73274, 0.23206, -1.33137]], "e_tot_ev": -102377.87307, "charge": -1, "e_above_lowest_kj_mol": 0.0, "lumo_energy_ev": 2.2, "gap_ev": 7.85}